Record 1
{
  "formula": "C64H60FIrN9OS3",
  "method": "ωB97M-V with the def2-TZVPD basis set",
  "species": ["Ir", "N", "S", "N", "S", "N", "S", "N", "C", "C", "C", "C", "C", "C", "C", "C", "C", "C", "C", "C", "C", "C", "C", "C", "C", "C", "C", "C", "C", "C", "C", "C", "C", "C", "C", "C", "C", "C", "C", "C", "C", "C", "C", "C", "H", "H", "H", "H", "H", "H", "H", "H", "H", "H", "H", "H", "H", "H", "H", "H", "H", "H", "H", "H", "H", "H", "H", "H", "H", "H", "H", "H", "H", "H", "C", "C", "C", "C", "C", "C", "C", "N", "C", "C", "C", "C", "C", "C", "C", "N", "C", "C", "C", "C", "H", "H", "H", "H", "H", "H", "H", "H", "H", "H", "H", "H", "H", "H", "H", "H", "H", "H", "H", "H", "H", "H", "H", "H", "O", "N", "C", "C", "N", "C", "N", "F", "C", "C", "C", "C", "C", "C", "C", "H", "H", "H", "H", "H", "H"],
  "xyz": [[-0.427, 0.017, -0.916], [1.104, 0.791, 0.288], [1.749, 0.456, 1.546], [0.972, 0.640, 2.998], [0.075, 1.861, 3.287], [-1.156, 2.256, 2.483], [-2.208, 1.609, 1.398], [-1.747, 1.245, 0.079], [-3.208, 0.423, 2.276], [-2.833, -0.220, 3.437], [-3.700, -1.146, 4.007], [-4.921, -1.414, 3.413], [-5.283, -0.774, 2.231], [-4.425, 0.144, 1.655], [-3.287, 3.028, 1.341], [-3.288, 3.761, 0.168], [-4.074, 4.904, 0.096], [-4.840, 5.289, 1.186], [-4.829, 4.537, 2.356], [-4.046, 3.397, 2.441], [-0.383, 1.622, 4.982], [-0.001, 0.489, 5.680], [-0.434, 0.347, 6.991], [-1.221, 1.327, 7.576], [-1.596, 2.457, 6.857], [-1.182, 2.609, 5.545], [1.046, 3.345, 3.308], [0.691, 4.431, 2.527], [1.520, 5.545, 2.531], [2.668, 5.557, 3.308], [3.004, 4.457, 4.092], [2.191, 3.339, 4.096], [3.230, 1.446, 1.744], [3.324, 2.563, 0.929], [4.435, 3.385, 1.036], [5.437, 3.084, 1.948], [5.333, 1.956, 2.753], [4.226, 1.126, 2.655], [2.348, -1.205, 1.847], [2.453, -1.769, 3.111], [2.974, -3.047, 3.241], [3.385, -3.753, 2.119], [3.276, -3.182, 0.859], [2.757, -1.905, 0.722], [-1.867, -0.055, 3.886], [-3.400, -1.669, 4.904], [-5.593, -2.133, 3.863], [-6.234, -0.990, 1.763], [-4.698, 0.658, 0.742], [-2.689, 3.424, -0.668], [-4.089, 5.488, -0.814], [-5.454, 6.178, 1.126], [-5.436, 4.836, 3.200], [-4.032, 2.802, 3.346], [0.583, -0.279, 5.195], [-0.160, -0.538, 7.550], [-1.552, 1.210, 8.600], [-2.215, 3.215, 7.317], [-1.478, 3.474, 4.965], [-0.207, 4.393, 1.925], [1.264, 6.405, 1.926], [3.309, 6.429, 3.307], [3.903, 4.471, 4.694], [2.446, 2.470, 4.690], [2.541, 2.757, 0.208], [4.521, 4.254, 0.395], [6.308, 3.721, 2.024], [6.123, 1.713, 3.451], [4.153, 0.243, 3.275], [2.108, -1.228, 3.980], [3.039, -3.500, 4.221], [3.771, -4.758, 2.224], [3.569, -3.741, -0.020], [2.634, -1.468, -0.255], [3.747, -1.527, -6.200], [3.275, -2.681, -5.301], [2.515, -3.694, -6.155], [4.492, -3.378, -4.675], [2.408, -2.102, -4.193], [2.947, -1.206, -3.271], [2.159, -0.653, -2.288], [0.865, -0.967, -2.146], [0.314, -1.806, -3.040], [1.055, -2.385, -4.058], [-1.133, -2.004, -2.855], [-1.886, -2.961, -3.506], [-3.242, -3.111, -3.231], [-3.782, -2.253, -2.278], [-2.982, -1.312, -1.661], [-1.685, -1.180, -1.942], [-4.055, -4.176, -3.955], [-5.502, -4.220, -3.466], [-4.048, -3.858, -5.458], [-3.413, -5.550, -3.714], [4.404, -1.912, -6.981], [4.300, -0.777, -5.634], [2.899, -1.035, -6.680], [3.178, -4.084, -6.928], [1.659, -3.241, -6.660], [2.165, -4.541, -5.562], [5.101, -3.829, -5.460], [4.182, -4.168, -3.989], [5.124, -2.679, -4.127], [3.985, -0.905, -3.322], [2.542, 0.075, -1.586], [0.561, -3.046, -4.753], [-1.402, -3.615, -4.218], [-4.821, -2.310, -1.995], [-3.360, -0.639, -0.903], [-6.018, -3.274, -3.637], [-5.561, -4.465, -2.404], [-6.043, -4.991, -4.015], [-4.487, -2.878, -5.653], [-4.631, -4.607, -5.996], [-3.037, -3.865, -5.867], [-3.365, -5.780, -2.649], [-2.402, -5.606, -4.119], [-4.007, -6.323, -4.204], [-0.677, -1.328, 0.845], [-0.506, -2.577, 0.601], [-0.437, -3.352, 1.653], [-0.493, -2.844, 2.993], [-0.534, -2.423, 4.063], [-0.215, -4.747, 1.433], [-0.015, -5.868, 1.272], [4.006, 4.684, -3.076], [2.918, 3.891, -2.950], [2.066, 4.096, -1.881], [0.962, 3.270, -1.745], [0.688, 2.257, -2.667], [-0.507, 1.379, -2.480], [1.563, 2.104, -3.739], [2.687, 2.909, -3.888], [2.274, 4.893, -1.178], [0.293, 3.395, -0.899], [-0.719, 0.841, -3.412], [-1.375, 2.005, -2.261], [1.363, 1.334, -4.478], [3.367, 2.792, -4.722]],
  "mulliken_charge": [1.910, -0.278, 0.928, 0.452, 1.688, -0.121, 1.063, -0.725, 0.586, 0.147, -0.733, -0.737, -0.998, -0.572, -0.162, -0.088, -0.837, -0.587, -0.816, -0.528, 0.554, 0.386, -0.950, -0.601, -0.811, -1.158, 0.209, -0.584, -0.678, -0.691, -0.728, -0.751, 0.337, 0.310, -0.292, -0.881, -0.758, -0.752, 0.523, -0.381, -0.855, -0.962, -0.473, -0.236, 0.205, 0.508, 0.436, 0.483, 0.499, 0.345, 0.473, 0.422, 0.454, 0.527, 0.274, 0.493, 0.431, 0.470, 0.423, 0.440, 0.514, 0.426, 0.474, 0.406, -0.621, 0.528, 0.426, 0.451, 0.495, 0.267, 0.434, 0.416, 0.534, 0.026, -1.611, 1.974, -2.128, -1.653, -0.184, -0.904, -0.900, 0.617, 0.388, -0.221, 0.166, -0.659, 0.241, -0.517, -0.941, 0.192, 2.044, -2.150, -1.562, -1.625, 0.456, 0.338, 0.362, 0.436, 0.415, 0.437, 0.466, 0.367, 0.329, 0.676, 0.290, 0.696, 0.511, 0.590, 0.396, 0.407, 0.425, 0.434, 0.362, 0.450, 0.323, 0.371, 0.322, 0.474, 0.496, -0.712, 0.898, 0.053, -0.569, -0.166, -0.573, -0.391, 0.319, -0.409, 0.390, -0.278, -1.698, -0.174, -1.009, 0.512, 0.222, 0.590, 0.675, 0.411, 0.489],
  "largest_force_ev_per_a": 0.7,
  "total_charge": 1,
  "homo_energy_ev": -9.755,
  "energy_ev": -120851.1012,
  "lumo_energy_ev": -2.371
}

Record 2
{
  "formula": "C8H8N3S2",
  "method": "ωB97M-V with the def2-TZVPD basis set",
  "species": ["N", "C", "S", "N", "C", "C", "C", "C", "C", "C", "S", "C", "N", "H", "H", "H", "H", "H", "H", "H", "H"],
  "xyz": [[-2.049, -0.220, 3.040], [-0.919, -0.311, 2.933], [0.705, -0.464, 2.527], [0.673, 0.142, 0.891], [0.080, -0.593, -0.177], [0.084, -1.945, -0.204], [-0.569, -2.549, -1.315], [-0.980, -1.747, -2.406], [-0.859, -0.338, -2.372], [-0.478, 0.207, -1.166], [-0.226, 1.943, -0.955], [0.327, 1.781, 0.803], [1.603, 2.482, 1.069], [0.739, -2.516, 0.526], [-0.839, -3.523, -1.252], [-1.475, -2.264, -3.348], [-0.882, 0.291, -3.325], [-0.561, 1.845, 1.561], [1.402, 3.442, 1.094], [2.141, 2.274, 0.202], [2.083, 2.061, 1.873]],
  "mulliken_charge": [-0.303, 0.410, -0.083, -0.227, 0.380, -0.501, -0.645, -0.436, -0.557, 0.639, -0.120, -0.433, -0.149, 0.330, 0.512, 0.269, 0.296, 0.494, 0.332, 0.443, 0.349],
  "e_above_lowest_ev": 0.957,
  "largest_force_ev_per_a": 5.8,
  "total_charge": 1,
  "homo_energy_ev": -12.117,
  "energy_ev": -34556.9182,
  "lumo_energy_ev": -3.781
}

Record 3
{
  "formula": "C21H25AsBrN2O2Re",
  "method": "ωB97M-V with the def2-TZVPD basis set",
  "species": ["Re", "O", "C", "C", "C", "C", "N", "C", "C", "C", "C", "C", "C", "O", "C", "C", "N", "H", "H", "H", "H", "H", "H", "H", "H", "H", "H", "H", "H", "C", "As", "C", "C", "C", "C", "C", "C", "C", "C", "H", "H", "H", "H", "H", "H", "H", "H", "H", "H", "H", "H", "H", "Br"],
  "xyz": [[-0.114, 0.186, 1.390], [5.725, 2.094, -1.469], [5.486, 0.727, -1.316], [4.124, 0.548, -0.733], [3.613, -0.726, -0.462], [2.360, -0.847, 0.073], [1.591, 0.238, 0.359], [2.086, 1.493, 0.101], [3.330, 1.668, -0.442], [1.175, 2.586, 0.495], [1.408, 3.917, 0.273], [0.477, 4.868, 0.714], [0.729, 6.322, 0.488], [2.034, 6.473, 0.014], [-0.681, 4.422, 1.360], [-0.874, 3.080, 1.543], [0.032, 2.159, 1.120], [6.615, 2.249, -1.807], [6.207, 0.239, -0.645], [5.517, 0.180, -2.269], [4.193, -1.617, -0.666], [1.923, -1.813, 0.295], [3.728, 2.652, -0.644], [2.305, 4.261, -0.222], [0.546, 6.859, 1.428], [-0.025, 6.674, -0.233], [2.231, 7.402, -0.151], [-1.422, 5.121, 1.727], [-1.746, 2.691, 2.053], [-2.478, 0.298, -1.438], [-2.140, -0.738, 0.157], [-3.622, -0.497, 1.372], [-1.975, -2.649, -0.316], [-3.367, -3.134, -0.574], [-4.120, -3.687, 0.462], [-5.411, -4.126, 0.219], [-5.959, -4.006, -1.053], [-5.211, -3.463, -2.089], [-3.918, -3.024, -1.852], [-3.136, -0.297, -2.072], [-1.551, 0.507, -1.967], [-2.983, 1.221, -1.161], [-4.526, -0.729, 0.807], [-3.660, 0.531, 1.726], [-3.528, -1.190, 2.206], [-1.480, -3.163, 0.507], [-1.342, -2.677, -1.203], [-3.686, -3.813, 1.448], [-5.987, -4.576, 1.016], [-6.965, -4.356, -1.241], [-5.628, -3.399, -3.085], [-3.322, -2.644, -2.676], [0.008, -0.632, 3.527]],
  "mulliken_charge": [0.619, -0.485, -0.531, 0.142, -0.981, -0.213, -0.093, 0.682, -0.375, 0.504, -0.290, 0.128, -0.545, -0.490, -0.834, -0.328, -0.475, 0.336, 0.406, 0.392, 0.503, 0.538, 0.699, 0.673, 0.394, 0.380, 0.338, 0.500, 0.536, -1.048, 0.520, -1.154, -0.982, 0.249, -0.257, -0.707, -0.479, -0.746, -0.190, 0.435, 0.370, 0.402, 0.412, 0.400, 0.445, 0.565, 0.530, 0.423, 0.438, 0.432, 0.421, 0.491, -0.099],
  "largest_force_ev_per_a": 0.3,
  "total_charge": 3,
  "homo_energy_ev": [-16.518, -16.513],
  "multiplicity": 2,
  "energy_ev": -162241.5412,
  "lumo_energy_ev": [-11.904, -11.626]
}

Record 4
{
  "formula": "C20H21AsF3N2O9P2SnTe",
  "method": "ωB97M-V with the def2-TZVPD basis set",
  "species": ["Sn", "O", "P", "O", "O", "O", "P", "O", "O", "O", "H", "H", "O", "As", "C", "C", "C", "C", "C", "C", "C", "C", "C", "C", "C", "C", "C", "C", "C", "C", "C", "C", "H", "H", "H", "H", "H", "H", "H", "H", "H", "H", "H", "H", "H", "H", "H", "Te", "N", "C", "N", "O", "H", "H", "H", "H", "F", "C", "F", "F"],
  "xyz": [[0.679, 0.218, -0.191], [5.130, 1.030, 0.345], [3.929, -0.032, 0.280], [4.120, -1.121, 1.245], [2.659, 0.819, 0.271], [4.101, -0.547, -1.256], [3.037, -1.323, -2.167], [3.038, -0.452, -3.507], [3.416, -2.705, -2.487], [1.670, -1.137, -1.476], [5.822, 0.650, 0.897], [2.722, 0.445, -3.325], [-0.929, -0.579, -1.535], [-1.033, -2.216, -1.886], [-0.315, -3.568, -0.729], [0.985, -4.018, -0.914], [1.487, -5.001, -0.072], [0.693, -5.535, 0.931], [-0.613, -5.095, 1.096], [-1.121, -4.109, 0.269], [-0.346, -2.512, -3.640], [-0.140, -3.799, -4.125], [0.361, -3.970, -5.406], [0.658, -2.861, -6.187], [0.458, -1.580, -5.693], [-0.048, -1.400, -4.415], [-2.933, -2.518, -1.911], [-3.573, -3.177, -2.951], [-4.951, -3.346, -2.914], [-5.681, -2.860, -1.840], [-5.039, -2.200, -0.799], [-3.664, -2.022, -0.833], [1.635, -3.603, -1.674], [2.512, -5.324, -0.199], [1.096, -6.291, 1.594], [-1.232, -5.500, 1.887], [-2.128, -3.751, 0.427], [-0.340, -4.660, -3.498], [0.540, -4.967, -5.786], [1.068, -2.997, -7.179], [0.719, -0.719, -6.294], [-0.187, -0.408, -4.001], [-3.002, -3.548, -3.794], [-5.454, -3.853, -3.728], [-6.756, -2.993, -1.813], [-5.609, -1.826, 0.042], [-3.152, -1.501, -0.027], [-0.364, -0.748, 1.986], [-3.519, 2.823, 0.873], [-2.564, 2.140, 0.128], [-3.078, 1.286, -0.806], [-1.373, 2.311, 0.311], [-4.367, 3.071, 0.391], [-3.113, 3.570, 1.413], [-3.991, 0.906, -0.625], [-2.402, 0.635, -1.201], [-0.358, 2.104, -2.363], [0.737, 1.947, -1.584], [0.959, 3.126, -0.982], [1.777, 1.824, -2.491]],
  "mulliken_charge": [1.454, -0.551, 0.858, -0.710, -0.313, -0.048, 0.237, -0.514, -0.793, -0.284, 0.304, 0.432, 0.728, 0.984, 0.594, -0.156, -1.125, -0.453, -0.781, -0.122, -0.003, -0.068, -0.782, -0.486, -0.648, -0.576, 0.280, -0.590, -0.625, -0.510, -0.903, -0.442, 0.424, 0.465, 0.380, 0.388, 0.336, 0.455, 0.394, 0.383, 0.403, 0.274, 0.357, 0.398, 0.377, 0.443, 0.600, -0.652, -0.583, 0.330, -0.289, -0.468, 0.200, 0.284, 0.334, -0.026, -0.252, 0.288, -0.228, -0.401],
  "e_above_lowest_ev": 0.000,
  "largest_force_ev_per_a": 0.2,
  "total_charge": -1,
  "homo_energy_ev": -4.127,
  "energy_ev": -143194.4925,
  "lumo_energy_ev": 2.261
}